Molecular formula: C23H26AsAuF10N3O
Method: DFT, ωB97M-V/def2-TZVPD

Each line ends with the Mulliken charge.
Atoms and positions in Å:
Au (0.5171, -0.7382, 0.0385)  0.830
C (-1.5622, -3.7207, 0.1369)  -1.166
N (-1.5089, -2.3975, 0.7277)  0.867
C (-1.3258, -2.4645, 2.1723)  -1.382
C (-0.6450, -1.2556, 2.8298)  -0.586
N (0.5549, -0.7722, 2.1574)  -0.101
C (1.3795, -0.0087, 2.9396)  -0.116
C (2.7922, -0.0454, 2.8305)  0.052
F (3.3762, -0.9129, 2.0103)  -0.325
C (3.6336, 0.7150, 3.6155)  0.078
F (4.9643, 0.5919, 3.4732)  -0.324
C (3.1395, 1.5593, 4.5946)  0.694
F (3.9675, 2.2871, 5.3664)  -0.333
C (1.7763, 1.6179, 4.7569)  -0.073
F (1.2490, 2.4444, 5.6768)  -0.326
C (0.9337, 0.8705, 3.9499)  0.593
F (-0.3853, 1.1069, 4.1330)  -0.385
C (-2.6772, -1.6534, 0.2903)  -1.651
C (-2.6995, -0.2104, 0.7499)  -1.230
N (-1.4837, 0.4847, 0.3873)  0.500
C (-1.4466, 1.8169, 0.5672)  0.158
C (-2.3992, 2.6186, 1.2619)  0.525
F (-3.4658, 2.0596, 1.8874)  -0.386
C (-2.3113, 3.9906, 1.4003)  0.067
F (-3.2754, 4.6410, 2.0732)  -0.335
C (-1.2533, 4.7044, 0.8824)  0.683
F (-1.1722, 6.0426, 1.0133)  -0.344
C (-0.2782, 3.9838, 0.2197)  -0.075
F (0.7741, 4.6285, -0.3082)  -0.322
C (-0.3773, 2.6190, 0.0726)  -0.458
F (0.6449, 2.0360, -0.5963)  -0.268
H (-2.4658, -4.2784, 0.4410)  0.360
H (-0.6836, -4.2962, 0.4288)  0.352
H (-1.5704, -3.6367, -0.9464)  0.111
H (-0.7237, -3.3506, 2.3807)  0.542
H (-2.3014, -2.6076, 2.6706)  0.235
H (-0.3435, -1.6198, 3.8233)  0.763
H (-1.3854, -0.4788, 3.0161)  0.137
H (-3.6052, -2.1378, 0.6510)  0.368
H (-2.6939, -1.7029, -0.8036)  0.509
H (-2.8873, -0.2091, 1.8282)  0.455
H (-3.5920, 0.2488, 0.3030)  0.733
C (3.6692, -0.1132, -2.6730)  -1.314
C (2.2861, 0.4969, -2.8606)  -0.543
As (0.7555, -0.5496, -2.2410)  0.611
C (-0.7348, 0.5042, -2.9618)  -0.003
C (-0.6176, 0.9357, -4.4184)  -1.478
C (0.8449, -2.0162, -3.5166)  -0.656
C (-0.3997, -2.8783, -3.6379)  -0.989
H (4.4230, 0.5694, -3.0765)  0.408
H (3.7645, -1.0606, -3.2086)  0.280
H (3.8418, -0.2998, -1.6180)  0.236
H (2.0939, 0.6662, -3.9241)  0.448
H (2.2033, 1.4535, -2.3449)  0.336
H (-0.8320, 1.3582, -2.2973)  0.112
H (-1.6344, -0.0950, -2.8003)  0.225
H (0.2481, 1.5770, -4.5822)  0.319
H (-1.5012, 1.5041, -4.7172)  0.437
H (-0.5362, 0.0845, -5.0986)  0.299
H (1.7180, -2.6124, -3.2512)  0.478
H (1.0695, -1.5159, -4.4614)  0.497
H (-0.6137, -3.3897, -2.7034)  0.094
H (-0.2708, -3.6422, -4.4075)  0.428
H (-1.2777, -2.2871, -3.9075)  0.282
O (2.3166, -1.2597, -0.3947)  -0.937

The value obtained for the energy above the lowest of the compared OMol25 structures with the same formula, charge and spin is 1.227 eV. As for the charge: -1. The calculation puts the maximum force at 1.99 eV/A. The value obtained for the calculated total energy is -4501.50531 Eh. The spin multiplicity is 1. For the orbital gap, the calculation gives 0.2464 hartree.